# 1
An isolated ion of composition C7H8NO2S and charge -1, computed with ωB97M-V/def2-TZVPD.

HOMO-LUMO gap (spin up / spin down): 0.2049 / 0.2050 Eh
SMILES: CC(=O)/C=C1\SC=C(C)N1[O-]
charge: -1
ΔE to the lowest compared entry with this formula, charge and spin: 2.607 eV
LUMO level (spin up / spin down): 0.127 / 0.127 Ha

Last column: natural (NBO) charge in e.
Atoms and positions in Å:
1 C 1.251838 0.200527 -2.286445  -0.58
2 C -0.146008 0.233780 -2.252383  0.09
3 C 0.522282 0.061624 0.165678  -0.01
4 C 0.099422 -0.027810 1.448156  -0.57
5 C 0.921353 -0.393686 2.600403  0.51
6 C -1.087145 0.422738 -3.401403  -0.64
7 C 0.089106 -0.403311 3.848026  -0.68
8 N -0.723442 -0.134637 -1.033199  0.06
9 O -1.914835 -0.196915 -0.789250  -0.60
10 O 2.155420 -0.656329 2.611712  -0.66
11 S 2.055528 0.101374 -0.713800  0.37
12 H 1.854961 0.020582 -3.219406  0.21
13 H -0.940945 0.246189 1.617021  0.22
14 H -0.605094 1.243962 -4.044281  0.20
15 H -1.952576 0.924620 -3.043885  0.23
16 H -1.209613 -0.426182 -3.992919  0.21
17 H -0.376379 0.582152 4.053656  0.21
18 H -0.668889 -1.033284 3.616498  0.21
19 H 0.675017 -0.765393 4.815822  0.20

Atoms 1-2, force components in eV/Å:
C -0.1236 0.2077 -0.9255
C 0.8693 -1.2708 1.5425

# 2
A 9-piece molecular cluster, C48H47FIN11S overall, computed with ωB97M-V/def2-TZVPD.

HOMO-LUMO gap: 0.2422 Eh
SMILES: CCNc1c(I)cc(F)c2nsnc12.c1ccncc1.c1ccncc1.c1ccncc1.c1ccncc1.c1ccncc1.c1ccncc1.c1ccncc1.c1ccncc1
LUMO level: -0.054 Ha

Last column: Löwdin charge in e.
Atoms and positions in Å:
1 C -2.708847 1.380638 3.845845  -0.13
2 C -2.000458 -0.051104 4.232411  -0.28
3 N -1.137355 -0.635332 3.108825  -0.06
4 C 0.200596 0.116868 3.269563  -0.16
5 C 1.356256 -0.322790 4.385318  -0.56
6 I 0.946433 -2.064718 5.679798  0.77
7 C 2.743696 0.584560 4.442564  -0.02
8 C 2.952719 1.908037 3.452305  -0.06
9 F 4.168488 2.751750 3.525075  -0.08
10 C 1.774108 2.315385 2.387834  -0.18
11 N 1.639006 3.441627 1.386900  -0.26
12 S 0.085297 3.213120 0.546821  0.88
13 N -0.675584 1.773743 1.269157  -0.23
14 C 0.409717 1.412561 2.280135  -0.20
15 H -3.554099 1.247152 3.015534  0.09
16 H -1.942337 2.236088 3.563378  0.06
17 H -3.268478 1.769384 4.820564  0.08
18 H -1.281508 0.154618 5.162005  0.09
19 H -2.802594 -0.882983 4.504298  0.11
20 H -0.967472 -1.655917 3.243969  0.05
21 H 3.580670 0.253965 5.218112  0.10
22 N -3.579135 -2.177553 6.493429  0.06
23 C -2.918106 -3.346827 6.347856  -0.17
24 C -3.430554 -4.575001 6.734034  -0.07
25 C -4.696752 -4.608601 7.308588  -0.08
26 C -5.401580 -3.420695 7.473549  -0.08
27 C -4.806951 -2.242052 7.052684  -0.15
28 H -1.932824 -3.268023 5.897670  0.03
29 H -2.856192 -5.483202 6.590737  0.10
30 H -5.130912 -5.552553 7.624991  0.10
31 H -6.390172 -3.413139 7.918403  0.10
32 H -5.318307 -1.289144 7.156563  0.10
33 N -0.369700 6.268359 -0.950187  0.03
34 C -1.471180 6.911753 -1.395315  -0.15
35 C -1.880775 8.150898 -0.929591  -0.07
36 C -1.118022 8.768651 0.055847  -0.08
37 C 0.020880 8.130206 0.535852  -0.08
38 C 0.351692 6.893662 0.005347  -0.17
39 H -2.034747 6.387643 -2.161710  0.10
40 H -2.773056 8.622641 -1.325256  0.07
41 H -1.408396 9.739612 0.446445  0.10
42 H 0.636209 8.584921 1.303883  0.10
43 H 1.233249 6.356930 0.344588  0.09
44 N -2.207013 -4.258386 3.163960  0.06
45 C -3.122556 -4.492261 2.198333  -0.14
46 C -3.342487 -5.736810 1.630114  -0.10
47 C -2.575156 -6.808237 2.074797  -0.10
48 C -1.622805 -6.598602 3.066863  -0.07
49 C -1.478423 -5.318271 3.576585  -0.17
50 H -3.693794 -3.624073 1.882740  0.11
51 H -4.093476 -5.867448 0.859265  0.10
52 H -2.718142 -7.798445 1.652074  0.11
53 H -1.008511 -7.412672 3.434562  0.10
54 H -0.751145 -5.104536 4.354847  0.08
55 N -4.849850 9.291971 -2.737446  0.05
56 C -5.754421 9.345302 -1.735318  -0.15
57 C -7.031194 8.813584 -1.820598  -0.08
58 C -7.407386 8.191907 -3.006556  -0.08
59 C -6.498521 8.122825 -4.057416  -0.08
60 C -5.243219 8.680650 -3.875868  -0.15
61 H -5.414732 9.843289 -0.831836  0.10
62 H -7.715783 8.882911 -0.982870  0.10
63 H -8.400402 7.764547 -3.111109  0.11
64 H -6.761224 7.645557 -4.994683  0.10
65 H -4.497349 8.649020 -4.665162  0.10
66 N -2.375287 -6.912961 -1.046925  0.06
67 C -2.548263 -7.436133 -2.280506  -0.14
68 C -1.641834 -7.281533 -3.317151  -0.08
69 C -0.488246 -6.542255 -3.077985  -0.09
70 C -0.282646 -5.989221 -1.818224  -0.07
71 C -1.245005 -6.201733 -0.844255  -0.14
72 H -3.465182 -8.001718 -2.418468  0.10
73 H -1.830951 -7.726328 -4.287538  0.10
74 H 0.244665 -6.398392 -3.866525  0.10
75 H 0.605765 -5.407483 -1.600112  0.10
76 H -1.128554 -5.793761 0.155899  0.09
77 N 3.993609 0.287179 -2.213648  0.05
78 C 3.572058 1.141540 -1.255675  -0.15
79 C 4.365133 1.572547 -0.204289  -0.08
80 C 5.669728 1.096751 -0.125881  -0.07
81 C 6.132321 0.214177 -1.096544  -0.08
82 C 5.265401 -0.156293 -2.111981  -0.15
83 H 2.545818 1.481935 -1.358747  0.09
84 H 3.974959 2.262071 0.535696  0.07
85 H 6.320730 1.411182 0.684662  0.10
86 H 7.143581 -0.175081 -1.063368  0.07
87 H 5.580639 -0.839987 -2.895241  0.10
88 N 9.384951 -0.315338 -2.318872  0.05
89 C 9.778322 -0.735950 -3.541041  -0.15
90 C 10.522771 0.035675 -4.418843  -0.08
91 C 10.884036 1.319195 -4.023160  -0.08
92 C 10.492177 1.781547 -2.771045  -0.07
93 C 9.752162 0.934516 -1.961832  -0.15
94 H 9.469091 -1.743080 -3.805099  0.10
95 H 10.813429 -0.354453 -5.387643  0.10
96 H 11.466294 1.953922 -4.684784  0.10
97 H 10.757261 2.777038 -2.433413  0.10
98 H 9.425626 1.247963 -0.974191  0.10
99 N -0.974686 -4.406568 -5.391367  0.05
100 C -0.581317 -4.827180 -6.613536  -0.15
101 C 0.163134 -4.055555 -7.491338  -0.08
102 C 0.524398 -2.772036 -7.095654  -0.08
103 C 0.132539 -2.309682 -5.843540  -0.07
104 C -0.607477 -3.156715 -5.034326  -0.14
105 H -0.890546 -5.834310 -6.877594  0.10
106 H 0.453791 -4.445683 -8.460138  0.10
107 H 1.106657 -2.137308 -7.757278  0.11
108 H 0.397624 -1.314192 -5.505908  0.10
109 H -0.934012 -2.843267 -4.046686  0.11

Atoms 1-2, force components in eV/Å:
C -0.6755 -0.0259 0.5630
C -0.4475 0.1365 0.8070

# 3
A 2-piece molecular cluster, C2H11N3 overall, computed with ωB97M-V/def2-TZVPD.

HOMO-LUMO gap: 0.3610 Eh
SMILES: NCN.CN
ΔE to the lowest compared entry with this formula, charge and spin: 0.728 eV
LUMO level: 0.041 Ha

Last column: natural (NBO) charge in e.
Atoms and positions in Å:
1 C -1.647860 -1.018858 -1.152054  -0.41
2 N -1.540084 0.069591 -2.074930  -0.89
3 H -2.166380 -1.906585 -1.511640  0.17
4 H -0.696626 -1.359078 -0.773389  0.17
5 H -2.177804 -0.738167 -0.240223  0.20
6 H -0.909102 -0.034577 -2.848385  0.38
7 H -2.021069 0.917350 -1.871471  0.38
8 N 1.637544 -0.227747 0.023426  -0.82
9 C 1.698430 0.802973 1.097272  -0.05
10 N 0.588842 0.700494 2.029524  -0.89
11 H 0.817564 0.043626 -0.504074  0.36
12 H 1.430088 -1.096432 0.507587  0.34
13 H 1.574882 1.736498 0.564001  0.18
14 H 2.647414 0.652189 1.621726  0.16
15 H 0.227105 1.533524 2.455666  0.37
16 H 0.537054 -0.074803 2.676967  0.36

Atoms 1-2, force components in eV/Å:
C -0.3109 -0.2829 0.7144
N 0.0862 -0.5605 0.1487

# 4
An isolated ion of composition C4H8N3 and charge +1, computed with ωB97M-V/def2-TZVPD.

multiplicity: 3
⟨S²⟩: 2.007
HOMO-LUMO gap (spin up / spin down): 0.2609 / 0.3031 Eh
charge: +1
ΔE to the lowest compared entry with this formula, charge and spin: 1.517 eV
LUMO level (spin up / spin down): -0.125 / -0.297 Ha

Last column: natural (NBO) charge in e.
Atoms and positions in Å:
1 C 2.026522 0.207098 -0.343503  0.38
2 C -0.069895 0.627721 -0.056446  0.34
3 C -0.547618 -1.889789 0.523132  -0.42
4 C -1.380773 1.270818 -0.234086  -0.66
5 N 1.496172 -0.900350 0.115269  -0.20
6 N 0.200526 -0.681956 0.268301  -0.07
7 N 1.111321 1.165422 -0.442586  -0.57
8 H 3.111540 0.458269 -0.528594  0.27
9 H 0.196199 -2.715932 0.532185  0.26
10 H -1.332872 -2.065439 -0.060891  0.23
11 H -1.000665 -1.898330 1.429578  0.23
12 H -1.219670 2.166178 -0.651088  0.24
13 H -1.802799 1.284781 0.783362  0.26
14 H -2.056947 0.751608 -0.836008  0.25
15 H 1.268965 2.219906 -0.498629  0.47

Atoms 1-2, force components in eV/Å:
C 1.7094 3.0061 -0.1404
C -4.2426 3.3950 -0.1793

Number 1: total energy -23806.022 eV, maximum force 7.288 eV Å⁻¹. Number 2: total energy -88570.080 eV, maximum force 7.676 eV Å⁻¹. Number 3: total energy -6721.853 eV, maximum force 1.346 eV Å⁻¹. Number 4: total energy -8735.811 eV, maximum force 5.437 eV Å⁻¹.